The following is a DFT calculation (ωB97M-V/def2-TZVPD) of a 14-piece molecular cluster, C15H58N20O14 overall at a distorted geometry.

E_tot: -2754.6621 Ha
lowest unoccupied orbital energy: -0.010 Ha
ΔE to the lowest compared entry with this formula, charge and spin: 65.2 kcal/mol
net charge: 0

Cartesian coordinates (Å):
C 16.54 17.83 15.10
C 15.75 17.40 13.83
O 16.36 16.20 13.39
H 16.53 17.00 15.80
H 16.08 18.77 15.55
H 17.66 17.97 15.04
H 15.71 18.15 13.09
H 14.77 17.20 14.22
H 15.80 15.88 12.72
C 19.25 15.36 15.16
O 19.63 16.62 14.60
N 19.93 14.75 16.05
N 18.09 14.84 15.08
H 20.92 14.71 16.08
H 19.72 13.79 16.34
H 17.40 15.33 14.45
H 17.85 13.87 15.21
C 14.30 16.76 19.65
O 13.50 17.93 19.73
N 14.01 15.68 20.32
N 15.43 16.82 19.04
H 13.21 15.60 20.94
H 14.25 14.75 19.86
H 15.89 16.03 18.58
H 15.60 17.74 18.62
C 11.73 12.94 15.02
O 11.73 13.98 14.13
N 12.65 12.64 15.81
N 10.73 12.14 15.13
H 13.58 13.18 15.74
H 12.73 11.67 16.27
H 9.94 12.51 14.56
H 10.35 11.89 15.99
C 15.65 14.17 17.41
O 14.97 14.26 16.25
N 16.88 14.67 17.46
N 15.16 13.68 18.50
H 17.25 15.01 16.54
H 17.50 14.67 18.29
H 14.13 13.43 18.49
H 15.83 13.48 19.23
C 12.41 12.05 21.14
O 13.57 12.79 20.76
N 11.26 12.05 20.53
N 12.42 11.32 22.16
H 11.38 12.55 19.60
H 10.51 11.34 20.60
H 13.24 11.06 22.73
H 11.62 10.58 22.42
C 15.61 10.52 22.30
O 16.24 9.38 22.44
N 15.63 11.08 21.18
N 14.86 11.15 23.14
H 16.01 10.54 20.35
H 14.89 11.79 21.05
H 14.57 10.57 23.95
H 14.64 12.16 23.21
C 12.50 9.99 17.81
O 11.31 9.44 18.09
N 13.30 10.51 18.65
N 12.94 10.16 16.64
H 12.83 10.54 19.56
H 14.25 10.82 18.56
H 12.37 9.75 15.79
H 13.82 10.67 16.37
C 18.83 11.64 16.06
O 19.05 10.56 15.28
N 17.67 12.19 16.26
N 19.71 12.26 16.86
H 16.89 11.75 15.74
H 17.48 13.15 16.66
H 20.63 11.89 16.67
H 19.33 12.21 17.87
C 19.37 17.21 18.32
O 18.32 17.41 17.48
N 20.11 16.10 18.29
N 19.73 18.13 19.17
H 19.99 15.62 17.33
H 20.78 15.88 19.06
H 19.18 19.03 19.23
H 20.47 17.96 19.83
C 18.16 13.44 20.04
O 18.83 12.38 19.47
N 18.38 14.71 19.69
N 16.99 13.26 20.66
H 19.13 15.12 19.09
H 17.81 15.43 20.22
H 16.57 12.27 20.83
H 16.58 14.08 21.21
C 13.01 16.91 16.28
O 13.45 18.25 16.17
H 13.21 16.36 15.41
H 11.96 16.82 16.45
H 13.56 16.39 17.10
H 13.36 18.54 15.28
C 16.77 9.78 18.32
O 16.25 11.09 18.57
H 17.82 9.76 18.21
H 16.25 9.42 17.42
H 16.52 9.18 19.20
H 16.59 11.65 17.85
C 11.30 14.52 18.46
O 12.22 13.46 18.28
H 11.24 15.03 17.51
H 11.68 15.34 19.06
H 10.37 14.22 18.96
H 12.14 13.11 17.39

---

The following is a DFT calculation (ωB97M-V/def2-TZVPD) of a 2-piece molecular cluster, C15H5Cl4N2O2 overall at a distorted geometry.

E_tot: -2675.3925 Ha
lowest unoccupied orbital energy: 0.003 Ha
ΔE to the lowest compared entry with this formula, charge and spin: 0.0 kcal/mol
net charge: -1

Cartesian coordinates (Å):
Cl -1.81 -3.21 0.77
C -0.90 -2.14 1.73
C 0.24 -2.54 2.36
Cl 0.89 -4.10 2.15
C 1.03 -1.62 3.23
O 2.10 -1.96 3.73
C 0.44 -0.27 3.42
Cl 1.33 0.78 4.44
C -0.69 0.13 2.79
Cl -1.36 1.68 3.04
C -1.44 -0.76 1.86
O -2.46 -0.39 1.28
C -1.61 0.78 -1.34
C -2.43 -0.29 -1.75
N -3.13 -1.14 -2.14
C -0.23 0.85 -1.76
C 0.58 1.95 -1.36
C 1.93 1.99 -1.69
C 2.50 0.97 -2.47
C 1.70 -0.10 -2.92
C 0.35 -0.16 -2.57
C -2.28 1.94 -0.90
N -2.85 2.92 -0.61
H 0.13 2.75 -0.77
H 2.55 2.81 -1.33
H 3.56 1.00 -2.73
H 2.14 -0.89 -3.53
H -0.27 -0.99 -2.91

---

The following is a DFT calculation (ωB97M-V/def2-TZVPD) of a 16-piece molecular cluster, C15H62N14O20 overall at a distorted geometry.

E_tot: -2879.8588 Ha
lowest unoccupied orbital energy (spin up / spin down): -0.123 / -0.321 Ha
multiplicity: 2
<S²>: 0.77
net charge: +1

Cartesian coordinates (Å):
C 3.67 3.11 -2.68
O 2.75 3.33 -1.94
N 4.17 4.10 -3.35
N 4.17 1.91 -2.75
H 4.91 3.93 -4.03
H 3.88 5.03 -3.11
H 4.92 1.70 -3.40
H 3.83 1.19 -2.12
C -2.51 2.12 3.31
O -3.54 2.76 3.05
N -2.43 0.83 3.29
N -1.36 2.51 3.72
H -1.63 0.26 3.54
H -3.33 0.44 3.05
H -0.97 1.71 4.19
H -1.18 3.46 4.00
C -0.87 4.38 -0.02
O 0.28 4.08 -0.16
N -1.69 4.70 -0.94
N -1.39 4.92 1.04
H -2.64 4.98 -0.73
H -1.44 4.47 -1.89
H -0.76 4.65 1.78
H -2.40 4.94 1.02
C 0.36 -2.04 3.48
O -0.33 -1.09 3.37
N 1.61 -2.01 3.11
N 0.13 -3.26 3.92
H 2.20 -2.75 3.46
H 2.02 -1.18 2.71
H -0.83 -3.40 4.21
H 0.80 -4.00 3.77
C 1.35 -2.95 -4.11
O 1.68 -1.94 -3.41
N 0.85 -4.07 -3.66
N 1.63 -3.01 -5.37
H 0.56 -4.77 -4.33
H 0.84 -4.09 -2.65
H 1.64 -3.88 -5.89
H 2.04 -2.24 -5.87
C -3.16 -3.43 -2.10
O -4.05 -3.32 -2.90
N -1.95 -3.06 -2.42
N -3.18 -3.91 -0.89
H -1.73 -2.65 -3.32
H -1.16 -3.27 -1.82
H -2.31 -4.02 -0.38
H -4.00 -4.39 -0.55
C -3.66 -3.21 2.74
O -4.81 -3.46 2.83
N -2.74 -4.11 3.06
N -3.10 -2.15 2.26
H -2.02 -4.34 2.40
H -3.10 -4.88 3.60
H -2.10 -2.02 2.36
H -3.70 -1.50 1.77
C -5.08 0.25 -1.35
C -4.90 -0.18 0.10
O -3.84 0.63 0.63
O -5.62 1.58 -1.47
H -5.73 -0.30 -2.02
H -4.14 0.33 -1.89
H -4.70 -1.25 0.25
H -5.81 0.01 0.67
H -3.90 1.56 0.42
H -5.48 2.06 -0.65
C -0.24 -0.55 0.11
C -0.16 0.98 0.46
O 1.15 1.39 0.14
O -0.13 -0.75 -1.31
H -1.12 -0.99 0.59
H 0.49 -1.09 0.70
H -0.35 1.01 1.53
H -0.96 1.57 0.01
H 1.18 2.21 -0.36
H 0.81 -0.64 -1.51
C 4.74 -1.71 -1.14
C 3.92 -0.76 -0.29
O 2.94 -0.25 -1.13
O 3.83 -2.57 -1.83
H 5.55 -2.10 -0.54
H 5.27 -1.03 -1.81
H 4.44 0.14 0.01
H 3.47 -1.22 0.60
H 2.42 0.36 -0.60
H 3.07 -2.10 -2.18
C 2.13 2.31 4.17
C 3.21 1.33 3.74
O 2.85 0.64 2.54
O 1.72 3.02 3.03
H 2.49 3.04 4.89
H 1.33 1.77 4.68
H 3.39 0.54 4.46
H 4.16 1.87 3.76
H 2.68 1.41 1.98
H 1.14 3.72 3.33
O 3.21 3.55 0.82
H 2.83 4.03 0.08
H 2.53 2.93 1.08
O -0.72 -4.34 0.69
H -0.72 -5.20 0.26
H 0.13 -3.96 0.45
O 0.50 2.48 -2.92
H 1.07 2.77 -2.21
H 0.33 3.27 -3.43
O 1.59 0.53 -4.54
H 1.79 -0.22 -4.00
H 1.18 1.16 -3.95
O -1.68 0.44 -3.33
H -1.10 1.19 -3.44
H -1.37 0.01 -2.53